This record from the Open Molecules 2025 dataset describes C40H38OOsP2Si as an isolated structure. The level of theory is the ωB97M-V functional and the def2-TZVPD basis.

Geometry (Å):
Os1 0.223 -0.544 0.715
C1 3.617 -1.364 0.007
Si1 2.167 -0.425 -0.680
C2 1.714 -1.223 -2.331
C3 2.436 -1.101 -3.517
C4 2.117 -1.884 -4.618
C5 1.084 -2.817 -4.557
C6 0.347 -2.957 -3.394
C7 0.664 -2.145 -2.307
P1 -0.280 -2.131 -0.803
C8 -0.712 -3.744 -0.180
C9 0.251 -4.444 0.550
C10 -0.037 -5.717 1.010
C11 -1.277 -6.285 0.743
C12 -2.234 -5.588 0.018
C13 -1.958 -4.311 -0.446
C14 -1.729 -1.085 -0.941
C15 -2.047 -0.417 -2.136
C16 -3.212 0.313 -2.217
C17 -4.037 0.444 -1.099
C18 -3.718 -0.176 0.099
C19 -2.577 -0.963 0.178
C20 2.608 1.378 -0.898
C21 3.821 1.823 -1.431
C22 4.056 3.176 -1.613
C23 3.084 4.113 -1.272
C24 1.879 3.696 -0.737
C25 1.657 2.332 -0.542
P2 0.121 1.742 0.185
C26 -1.159 2.557 -0.799
C27 -0.935 2.640 -2.176
C28 -1.821 3.330 -2.985
C29 -2.939 3.939 -2.429
C30 -3.167 3.857 -1.064
C31 -2.279 3.170 -0.245
C32 0.027 2.348 1.886
C33 1.075 3.072 2.458
C34 0.968 3.523 3.764
C35 -0.172 3.251 4.509
C36 -1.211 2.515 3.953
C37 -1.111 2.060 2.649
H1 4.439 -1.318 -0.713
H2 3.383 -2.417 0.169
H3 3.957 -0.938 0.950
H4 3.260 -0.400 -3.587
H5 2.686 -1.780 -5.532
H6 0.858 -3.431 -5.418
H7 -0.458 -3.681 -3.337
H8 1.217 -3.995 0.757
H9 0.703 -6.268 1.574
H10 -1.499 -7.281 1.103
H11 -3.196 -6.039 -0.187
H12 -2.705 -3.767 -1.012
H13 -1.394 -0.513 -2.995
H14 -3.487 0.790 -3.148
H15 -4.946 1.026 -1.174
H16 -4.374 -0.084 0.954
H17 -2.388 -1.552 1.070
H18 4.592 1.111 -1.703
H19 4.999 3.508 -2.026
H20 3.273 5.168 -1.421
H21 1.120 4.424 -0.472
H22 -0.054 2.186 -2.616
H23 -1.630 3.407 -4.048
H24 -3.624 4.492 -3.059
H25 -4.027 4.347 -0.625
H26 -2.455 3.152 0.821
H27 1.969 3.286 1.888
H28 1.779 4.090 4.202
H29 -0.250 3.611 5.526
H30 -2.098 2.301 4.534
H31 -1.927 1.489 2.217
C38 1.501 -0.238 4.232
C39 0.982 -1.335 3.330
C40 -0.533 -1.478 3.349
O1 1.467 -1.118 1.979
H32 1.268 -0.469 5.272
H33 1.044 0.720 3.980
H34 2.583 -0.149 4.136
H35 1.433 -2.291 3.610
H36 -1.027 -0.561 2.995
H37 -0.892 -1.625 4.368
H38 -0.856 -2.339 2.756

Results
Kohn-Sham gap	7.70	eV
net charge	+2
molecular weight	815.0	Da
LUMO energy	-6.6	eV
energy above the lowest of the compared OMol25 structures with the same formula, charge and spin	0.000	eV
HOMO level	-14.299	eV
energy	-73054.92770	eV
2S+1	1